one | The following is a quantum chemistry calculation of a gas-phase ion, C3H8NO (charge +1), from OMol25.

Each line ends with the Mulliken charge.
Atoms and positions in Å:
H -0.5808 -1.0708 1.7962  0.382
O 0.3010 1.3479 -1.9697  -0.416
C -0.9893 -0.4950 0.8716  -1.358
H 0.8690 -1.5257 -0.4632  0.351
H -1.6393 -1.0450 0.1969  0.413
C 0.1038 0.2804 0.1507  0.186
H 1.8781 -0.5791 0.5016  0.396
H -1.3630 1.6648 -0.9154  0.402
N 1.2109 -0.6049 -0.2941  -0.289
H 1.7179 -0.3276 -1.1975  0.368
C -0.4448 1.1374 -1.0602  -0.055
H 0.5687 0.9454 0.9374  0.249
H -1.6322 0.2721 1.4457  0.371

Gap between HOMO and LUMO ... 11.0 eV
Charge ... +1
SMILES string ... C[C@@H]([NH3+])C=O



two | The following is a quantum chemistry calculation of 2 unconnected molecules or ions with the total composition C3H8NO, from OMol25.

Each line ends with the Mulliken charge.
Atoms and positions in Å:
H 1.3168 1.4783 0.1725  0.304
O -1.8911 -0.3795 0.4134  -0.360
C -0.0899 -1.3113 0.0460  -0.146
H -0.5694 -2.0009 -0.6334  0.328
H 0.8401 -0.3021 -1.4070  0.300
C -2.3916 0.5285 -0.1929  -0.011
H -1.9180 0.9821 -1.0768  0.219
C 1.5332 0.4382 0.4176  -0.707
H 2.5964 0.2715 0.2415  0.312
H 1.3181 0.2583 1.4684  0.283
N 0.7502 -0.4467 -0.4049  -0.044
H -0.0855 -1.5596 1.1000  0.230
H -3.3538 0.9574 0.1153  0.292

Gap between HOMO and LUMO ... 11.3 eV
Charge ... +1



three | The following is a quantum chemistry calculation of a gas-phase ion, C3H8NO (charge +1), from OMol25.

Each line ends with the Mulliken charge.
Atoms and positions in Å:
H 1.4314 -1.6617 -1.8755  0.333
H -1.0060 -1.4851 0.1268  0.364
H -1.9104 0.1389 1.7252  0.351
C -0.3182 -0.6989 0.4220  -0.529
H 2.0671 -1.3165 -0.2194  0.303
C 1.6530 -0.9027 -1.1322  -0.801
H 0.6072 0.7984 -0.7063  0.366
H -0.3179 -0.3616 -1.5431  0.350
C -1.1186 0.4743 1.0210  0.117
N 0.3612 -0.1768 -0.8223  -0.153
H 2.4252 -0.2461 -1.5260  0.369
O -0.9121 1.6252 0.7967  -0.409
H 0.4057 -1.0276 1.1618  0.341

Gap between HOMO and LUMO ... 11.4 eV
Charge ... +1
SMILES string ... C[NH2+]CC=O



Tell me which of them is the most stable. Sure, it is three.



one | The following is a quantum chemistry calculation of a molecular structure, C3H8NO, from OMol25.

Each line ends with the Mulliken charge.
Atoms and positions in Å:
C -0.2165 0.5202 -0.5432  -1.147
C 1.1260 -1.1736 0.0890  0.676
H -0.6635 -1.6513 1.9481  0.385
C -1.0143 -0.8402 1.3736  -0.857
H -1.9707 -1.2016 1.0094  0.353
H 0.1644 0.1884 -1.5141  0.580
O 1.9636 -1.1016 -0.6627  -0.121
H -1.1266 0.0994 1.9688  0.341
H 1.0399 2.1512 -1.9672  0.153
H 0.3031 1.3499 -0.0130  0.404
N 0.0511 -0.6253 0.3933  0.029
H -1.3146 0.5355 -0.4411  0.278
H 1.6580 1.7491 -1.6411  -0.074

Gap between HOMO and LUMO ... 9.9 eV
Charge ... +1



two | The following is a quantum chemistry calculation of a gas-phase ion, C3H8NO (charge +1), from OMol25.

Each line ends with the Mulliken charge.
Atoms and positions in Å:
H 1.6629 -1.7771 -0.4347  0.352
H 1.0009 0.2436 -1.4555  0.380
C -0.2851 1.0279 -0.0804  -0.638
N 0.3670 -0.1478 -0.7567  -0.232
C -1.4934 0.5532 0.7110  0.166
H 1.7280 -0.4953 0.8178  0.339
H 0.4715 1.5069 0.5383  0.380
H -0.3423 -0.6697 -1.2809  0.377
C 1.0866 -1.0857 0.1702  -0.785
O -1.8815 -0.5746 0.6226  -0.425
H -2.0122 1.3490 1.2618  0.378
H -0.6489 1.7096 -0.8481  0.371
H 0.3464 -1.6399 0.7349  0.336

Gap between HOMO and LUMO ... 11.5 eV
Charge ... +1
SMILES string ... C[NH2+]CC=O



Tell me which of them is the most stable. Sure, it is two.



one | The following is a quantum chemistry calculation of C10H11NO in the gas phase, from OMol25.

Each line ends with the Mulliken charge.
Atoms and positions in Å:
C -0.8654 0.7706 -0.5686  0.618
H 1.4938 1.7791 -1.5428  0.190
C -2.9416 -0.0743 0.7459  -1.264
C 0.7606 -1.1117 -0.5148  -0.844
O -0.9805 2.0814 -0.4187  -0.268
H 3.6894 1.4666 0.2308  0.345
N -0.0671 2.8797 0.3702  -0.451
C 1.5665 1.2906 -0.4662  0.655
C 2.0045 -1.5553 -0.0971  -0.525
H -2.0378 -1.0052 -1.1183  0.328
H -2.2859 -0.4712 1.4639  0.366
C -2.1729 0.0509 -0.6289  -0.530
C 3.0381 -0.5943 0.2648  -0.427
C 0.4366 0.2699 -0.5456  0.392
H -2.9272 0.6363 -1.3305  0.262
H 2.3295 -2.5638 -0.1471  0.391
H 3.9686 -1.0744 0.5317  0.354
H -3.8385 -0.7269 0.6672  0.339
H -0.1273 -1.7218 -0.4778  0.221
C 1.1452 2.5905 0.2615  -0.164
C 2.8595 0.7583 0.0289  -0.736
H 1.7972 3.1349 1.0761  0.325
H -3.2281 0.8122 1.1476  0.422

Gap between HOMO and LUMO (alpha / beta) ... 7.5 / 7.5 eV
SMILES string ... CCC1=C2C=CC=C[C@@H]2C=NO1



two | The following is a quantum chemistry calculation of 2 unconnected molecules or ions with the total composition C10H11NO, from OMol25.

Each line ends with the Mulliken charge.
Atoms and positions in Å:
H 1.2623 -2.2468 1.0061  0.236
H 0.2074 3.4194 1.6049  0.380
H 3.8850 1.5823 -1.3560  0.415
C -0.2006 2.6104 1.0366  -0.549
H 1.2900 1.2917 1.4640  0.366
C -0.0428 -1.0952 0.4614  0.450
N -2.2970 1.7994 0.2252  -0.684
O 0.9798 -1.4540 1.3678  -0.468
H -2.4333 -0.2645 -0.0073  0.600
H -0.8049 -4.0343 -0.1691  0.287
C 1.6488 1.2153 -1.4516  -0.490
C -1.8770 0.5594 0.3660  -0.484
H 0.7546 -3.4798 -0.1422  0.362
C 0.2420 1.3349 1.0468  -0.104
C 2.8377 1.4647 -1.3680  -0.317
H 0.6085 0.9623 -1.6935  0.426
C -0.1668 -3.3142 -0.6981  -1.408
H -1.1404 -1.5223 -1.2951  0.380
C -1.5269 2.7748 0.5489  -0.181
H -1.9894 3.7340 0.4756  0.431
C -0.5660 -1.9297 -0.4818  -0.033
H -0.1362 -3.6415 -1.6973  0.326
C -0.5350 0.2335 0.7569  0.059

Gap between HOMO and LUMO ... 9.1 eV
SMILES string ... C/C=C(\O)c1cccnc1.C#C



Tell me which of them is the most stable. Sure, it is two.